{"formula": "C3H2N2OS", "method": "the ωB97M-V functional and the def2-TZVPD basis", "molar_mass_g_mol": 114.13, "de_lowest_kj_mol": 269.2, "homo_ha": -0.30241, "species": ["C", "C", "C", "N", "N", "O", "S", "H", "H"], "coordinates": [[0.69268, -0.89268, 0.01781], [1.95302, -0.22524, 0.05828], [1.00906, 1.64581, 0.07315], [-0.37765, -0.16018, 0.04726], [-0.19617, 1.16021, -0.09698], [1.64132, 2.65890, 0.06540], [3.50960, -0.54244, -0.06952], [0.73896, -2.01884, 0.11758], [-1.06222, 1.59748, -0.34322]]}



{"formula": "C21H23N2NiO2S4", "method": "the ωB97M-V functional and the def2-TZVPD basis", "total_charge": 1, "molar_mass_g_mol": 522.39, "spin_multiplicity": 3, "de_lowest_kj_mol": 25.4, "homo_ha": [-0.37526, -0.37667], "species": ["Ni", "C", "C", "S", "C", "C", "S", "C", "C", "S", "H", "H", "H", "H", "H", "H", "H", "H", "H", "H", "H", "H", "O", "S", "O", "N", "C", "C", "C", "C", "C", "C", "C", "C", "N", "C", "C", "C", "C", "C", "C", "C", "H", "H", "H", "H", "H", "H", "H", "H", "H", "H", "H"], "coordinates": [[0.14004, 0.31359, 0.15828], [1.40900, 3.20391, 1.05478], [1.94512, 2.31263, 2.15679], [1.92507, 0.52750, 1.71722], [1.19733, -0.18406, 3.25304], [-0.25056, 0.18297, 3.51157], [-1.29642, -0.01490, 2.01033], [-2.16803, 1.59948, 1.97130], [-1.30611, 2.82345, 1.71153], [-0.15261, 2.66356, 0.27769], [1.25311, 4.21937, 1.42241], [2.12177, 3.20901, 0.23076], [2.99598, 2.55784, 2.31774], [1.40086, 2.43449, 3.09023], [1.29372, -1.25955, 3.09974], [1.82413, 0.10512, 4.09823], [-0.66811, -0.47656, 4.27170], [-0.35237, 1.20893, 3.85638], [-2.90554, 1.48167, 1.17930], [-2.68512, 1.70724, 2.92604], [-1.96159, 3.66523, 1.48611], [-0.70832, 3.07764, 2.58377], [3.56614, 0.24968, -2.54096], [2.85188, 0.20926, -1.30262], [3.02326, 1.35072, -0.42159], [1.22090, 0.05336, -1.48730], [0.53553, 0.23782, -2.62494], [1.05906, 0.48600, -3.89769], [0.20517, 0.73036, -4.96785], [-1.16375, 0.70007, -4.83059], [-1.74605, 0.40600, -3.57951], [-3.13281, 0.30602, -3.36067], [-3.58962, -0.03653, -2.11276], [-2.67374, -0.19944, -1.06871], [-1.36933, -0.06635, -1.22713], [-0.89501, 0.18534, -2.46927], [3.32412, -1.24189, -0.36291], [2.41370, -2.13400, 0.17310], [2.88205, -3.18917, 0.94345], [4.23845, -3.31508, 1.20571], [5.13879, -2.40107, 0.67947], [4.67946, -1.36194, -0.11421], [2.12797, 0.48682, -4.03496], [0.64237, 0.94212, -5.93044], [-1.80715, 0.89161, -5.67387], [-3.81797, 0.49205, -4.17518], [-4.64303, -0.16097, -1.91779], [-3.02542, -0.45257, -0.07596], [1.34511, -2.01269, -0.00336], [2.18528, -3.91531, 1.33622], [4.59399, -4.12907, 1.82056], [6.19302, -2.48282, 0.89624], [5.35035, -0.62987, -0.53678]]}



{"formula": "C32H68NO3", "method": "the ωB97M-V functional and the def2-TZVPD basis", "molar_mass_g_mol": 514.90, "spin_multiplicity": 2, "homo_ha": [-0.29578, -0.34570], "species": ["C", "C", "C", "C", "C", "C", "C", "C", "C", "O", "C", "O", "C", "C", "C", "C", "N", "O", "H", "H", "H", "H", "H", "H", "H", "H", "H", "H", "H", "H", "H", "H", "H", "H", "H", "H", "H", "H", "H", "H", "H", "H", "H", "H", "C", "C", "C", "C", "C", "C", "H", "H", "H", "H", "H", "H", "H", "H", "H", "H", "H", "H", "H", "H", "C", "C", "C", "C", "C", "C", "H", "H", "H", "H", "H", "H", "H", "H", "H", "H", "H", "H", "H", "H", "C", "C", "C", "C", "C", "C", "H", "H", "H", "H", "H", "H", "H", "H", "H", "H", "H", "H", "H", "H"], "coordinates": [[4.07782, -3.03429, 4.79207], [3.08911, -4.16979, 4.43095], [2.69654, -4.91563, 5.71163], [3.69441, -5.18916, 3.46399], [3.78588, -4.77546, 1.99544], [4.81546, -3.70443, 1.62125], [6.26166, -4.04498, 1.98359], [7.22981, -2.84060, 2.02581], [6.77437, -1.58794, 1.30177], [5.92665, -0.82822, 2.19668], [5.14621, 0.09192, 1.62521], [5.13005, 0.37094, 0.46215], [2.37942, -4.37464, 1.54467], [1.65681, -3.33193, 2.41283], [2.11650, -1.88676, 2.11464], [0.16174, -3.42381, 2.10786], [1.82946, -3.61987, 3.86331], [1.20613, -2.82585, 4.64070], [4.98942, -3.07195, 4.19873], [3.61917, -2.05541, 4.67707], [4.37306, -3.11849, 5.83763], [3.48858, -5.61873, 5.97442], [1.78196, -5.48610, 5.54728], [2.53528, -4.22624, 6.53675], [3.05148, -6.07650, 3.48511], [4.65499, -5.50548, 3.87528], [4.04666, -5.68681, 1.44509], [4.74708, -3.58091, 0.53607], [4.53038, -2.75421, 2.06543], [6.29952, -4.55154, 2.94877], [6.63766, -4.77462, 1.26185], [7.42697, -2.56109, 3.06311], [8.19466, -3.13551, 1.61151], [7.62268, -0.96055, 1.02901], [6.21344, -1.79634, 0.39170], [4.45956, 0.51490, 2.37084], [1.76582, -5.27718, 1.49183], [2.41676, -3.96523, 0.53129], [2.88072, -1.53813, 2.80449], [1.26868, -1.20676, 2.19589], [2.50022, -1.81047, 1.09691], [-0.39947, -2.83203, 2.82839], [-0.02973, -3.03400, 1.10628], [-0.18662, -4.45621, 2.14656], [2.08416, -1.06556, -1.86700], [0.80348, -0.28970, -1.58121], [-0.46474, -1.12617, -1.74555], [-0.69046, -1.68092, -3.15413], [-0.74226, -0.62210, -4.25490], [-1.87218, 0.38398, -4.06904], [2.12548, -1.42196, -2.89758], [2.96537, -0.44521, -1.69691], [2.15675, -1.93775, -1.21093], [0.75788, 0.59134, -2.22752], [0.83827, 0.09080, -0.55640], [-1.32779, -0.52508, -1.44583], [-0.42888, -1.96733, -1.04490], [-1.62986, -2.24315, -3.15819], [0.09307, -2.40511, -3.39342], [-0.86244, -1.12563, -5.21764], [0.21313, -0.09265, -4.30911], [-2.84079, -0.12035, -4.03745], [-1.89862, 1.10375, -4.88877], [-1.76044, 0.94932, -3.14188], [-7.63178, 1.25888, -5.57314], [-7.97065, 1.62369, -4.13166], [-7.38370, 2.96258, -3.68671], [-5.85596, 3.03688, -3.72673], [-5.14077, 1.97292, -2.89678], [-5.44755, 2.04909, -1.40572], [-6.55608, 1.14764, -5.71900], [-8.09963, 0.31644, -5.86067], [-7.98348, 2.03010, -6.26217], [-7.63019, 0.82703, -3.46416], [-9.05707, 1.66683, -4.01876], [-7.73483, 3.18513, -2.67540], [-7.78631, 3.75559, -4.32509], [-5.54620, 4.02641, -3.37450], [-5.51289, 2.96758, -4.76267], [-4.06337, 2.08843, -3.04046], [-5.38786, 0.97491, -3.27042], [-5.17762, 3.02964, -1.00722], [-4.88250, 1.29671, -0.85266], [-6.50445, 1.88492, -1.18934], [-0.43930, 7.34693, 1.72842], [-1.62399, 7.26352, 0.77176], [-2.55941, 6.09004, 1.05952], [-1.91112, 4.70884, 0.94441], [-1.27745, 4.40950, -0.41358], [-2.27591, 4.43546, -1.56584], [0.19956, 6.46521, 1.65794], [0.18075, 8.21762, 1.51136], [-0.78045, 7.42942, 2.76284], [-1.25866, 7.20595, -0.25752], [-2.20104, 8.18982, 0.83471], [-3.41851, 6.14787, 0.38543], [-2.96436, 6.19960, 2.07068], [-2.67303, 3.95070, 1.15341], [-1.15290, 4.59343, 1.72361], [-0.81079, 3.42167, -0.36670], [-0.46685, 5.11557, -0.61440], [-3.07996, 3.71717, -1.39568], [-1.79244, 4.17475, -2.50900], [-2.72739, 5.42103, -1.69166]]}



{"formula": "C5H12O", "method": "the ωB97M-V functional and the def2-TZVPD basis", "smiles": "C1CCCC1.O", "molar_mass_g_mol": 88.15, "de_lowest_kj_mol": 48.5, "homo_ha": -0.40342, "species": ["C", "C", "C", "C", "C", "H", "H", "H", "H", "H", "H", "H", "H", "H", "H", "O", "H", "H"], "coordinates": [[0.56672, -1.38570, 0.19885], [0.61227, -1.74073, 1.66185], [0.03521, -0.50608, 2.38052], [0.08786, 0.64214, 1.38652], [0.00000, 0.00000, 0.00000], [-0.05975, -2.09086, -0.38056], [1.60022, -1.45457, -0.19177], [1.62706, -1.95283, 2.05000], [-0.02345, -2.61937, 1.88391], [0.56825, -0.17235, 3.29153], [-1.02486, -0.67233, 2.65269], [1.06188, 1.16090, 1.47375], [-0.70923, 1.40406, 1.48431], [-1.05973, 0.04221, -0.31724], [0.58288, 0.64315, -0.68707], [2.50819, 2.24372, -1.36571], [1.66977, 1.74899, -1.50909], [2.33078, 3.14208, -1.72591]]}



{"formula": "C7H12NS2", "method": "the ωB97M-V functional and the def2-TZVPD basis", "total_charge": 1, "smiles": "CC1=C(C(=S)S)CC[C@H]1[NH3+]", "molar_mass_g_mol": 174.31, "de_lowest_kj_mol": 110.7, "homo_ha": -0.43805, "species": ["C", "C", "C", "C", "S", "S", "C", "C", "C", "N", "H", "H", "H", "H", "H", "H", "H", "H", "H", "H", "H", "H"], "coordinates": [[0.07480, 1.50645, -1.53317], [-0.16459, 0.62872, -0.37708], [-0.45461, -0.66913, -0.34156], [-0.51539, -1.70758, -1.70085], [0.82993, -2.03156, -2.55218], [-2.11077, -2.35920, -2.01801], [-0.60183, -1.28332, 0.98407], [-0.25080, -0.10221, 1.94796], [0.07486, 1.04536, 1.02512], [1.66116, 1.19059, 1.10541], [-0.88700, 2.22843, -1.70119], [0.00013, 0.87481, -2.44595], [0.87735, 2.19299, -1.34397], [-1.81601, -3.30376, -2.92909], [-1.61330, -1.61786, 1.27908], [0.07018, -2.17216, 0.80721], [-1.13708, 0.22420, 2.48076], [0.53157, -0.17292, 2.72958], [-0.45070, 2.01705, 1.29031], [2.02116, 0.37554, 0.52677], [1.87021, 1.04439, 2.08759], [1.99074, 2.09116, 0.67920]]}



{"formula": "C38H28F6NNiO5P2S2", "method": "the ωB97M-V functional and the def2-TZVPD basis", "total_charge": 1, "molar_mass_g_mol": 877.41, "spin_multiplicity": 3, "de_lowest_kj_mol": 153.0, "homo_ha": [-0.40928, -0.42444], "species": ["Ni", "O", "C", "C", "C", "C", "C", "C", "P", "C", "C", "C", "C", "C", "C", "C", "C", "C", "C", "C", "C", "C", "C", "C", "C", "C", "C", "P", "C", "C", "C", "C", "C", "C", "C", "C", "C", "C", "C", "C", "H", "H", "H", "H", "H", "H", "H", "H", "H", "H", "H", "H", "H", "H", "H", "H", "H", "H", "H", "H", "H", "H", "H", "H", "H", "H", "H", "H", "F", "C", "F", "F", "S", "O", "O", "N", "S", "O", "O", "C", "F", "F", "F"], "coordinates": [[0.25456, -0.63312, -0.06802], [-0.13064, 1.07179, 1.44794], [-0.60871, 0.33195, 2.51362], [-0.13090, 0.31491, 3.80981], [-0.73669, -0.52244, 4.73982], [-1.79476, -1.33707, 4.38301], [-2.24288, -1.36542, 3.06915], [-1.64930, -0.54056, 2.13301], [-1.98905, -0.46035, 0.32761], [-2.86190, -1.86412, -0.38748], [-2.66209, -3.17505, 0.03436], [-3.20214, -4.21527, -0.70075], [-3.92788, -3.95813, -1.85409], [-4.12751, -2.65044, -2.27727], [-3.58327, -1.60655, -1.55784], [-3.23508, 0.86447, 0.42934], [-4.53476, 0.49820, 0.77617], [-5.46986, 1.47485, 1.06593], [-5.12015, 2.81479, 1.00902], [-3.83415, 3.18021, 0.64440], [-2.88977, 2.20763, 0.35969], [0.80219, 2.08798, 1.46041], [0.95635, 3.00510, 2.49052], [1.87661, 4.03513, 2.36245], [2.62422, 4.18432, 1.20713], [2.43390, 3.30933, 0.15158], [1.53704, 2.25581, 0.27583], [1.32631, 1.04805, -1.08803], [2.95403, 0.35430, -1.44052], [3.03287, -0.46605, -2.56915], [4.19565, -1.15842, -2.83976], [5.27523, -1.04897, -1.97366], [5.19406, -0.24646, -0.84516], [4.03261, 0.44806, -0.56440], [0.91004, 2.09330, -2.51617], [1.86910, 2.49506, -3.44257], [1.51806, 3.37635, -4.45066], [0.21898, 3.85234, -4.54339], [-0.74613, 3.42637, -3.64206], [-0.40399, 2.54169, -2.63695], [0.72474, 0.90020, 4.10027], [-0.36314, -0.53755, 5.75199], [-2.25974, -1.97555, 5.11792], [-3.03511, -2.03729, 2.77392], [-2.08005, -3.37174, 0.92051], [-3.04145, -5.23213, -0.37643], [-4.32502, -4.77450, -2.43865], [-4.68988, -2.45276, -3.17630], [-3.71335, -0.58733, -1.89441], [-4.80731, -0.54535, 0.83277], [-6.47137, 1.18575, 1.34645], [-5.85106, 3.57231, 1.24924], [-3.56094, 4.22355, 0.59005], [-1.87926, 2.48826, 0.09628], [0.34979, 2.94333, 3.37893], [1.99803, 4.73456, 3.17454], [3.34673, 4.98081, 1.12573], [2.97802, 3.43094, -0.77457], [2.16720, -0.56092, -3.21196], [4.24496, -1.80725, -3.69971], [6.18156, -1.60010, -2.17182], [6.03685, -0.17372, -0.17376], [3.95299, 1.04912, 0.32921], [2.87978, 2.11818, -3.37787], [2.26019, 3.69425, -5.16842], [-0.04761, 4.53942, -5.33137], [-1.76260, 3.78124, -3.72933], [-1.14692, 2.17021, -1.94250], [3.98588, -2.82368, 2.45847], [2.70642, -2.62442, 2.74442], [2.13819, -3.78890, 3.03606], [2.63087, -1.85004, 3.82949], [1.83882, -1.79716, 1.30479], [2.08447, -0.39698, 1.50255], [0.46497, -2.21280, 1.42915], [2.55087, -2.36069, 0.03903], [1.63537, -3.00311, -1.06234], [2.37754, -3.44031, -2.18468], [0.45599, -2.20565, -1.36377], [1.05528, -4.60730, -0.24424], [0.92106, -5.57491, -1.14140], [2.02220, -4.95734, 0.60455], [-0.08419, -4.53621, 0.43433]]}



- Number 1 is which compound?
  C3H2N2OS